(1)
C2HNO | ωB97M-V/def2-TZVPD

Element x y z (Å)
O: -1.2291 -1.0554 -0.7312
C: -0.6671 -0.1055 -0.2750
C: 0.8782 0.0456 0.3331
N: 1.9530 0.1887 0.7704
H: -0.9349 0.9266 -0.0973

Computed properties:
**LUMO level**: -0.82 eV
**Charge**: 0
**Kohn-Sham gap**: 11.080 eV
**Max |F|**: 2.35 eV Å⁻¹
**Spin multiplicity**: 1
**Energy above the lowest of the compared OMol25 structures with the same formula, charge and spin**: 85.1 kJ/mol

Results of the Löwdin charge analysis, in e, for atoms 1 through 4:
1 O 0.1073
2 C -0.1891
3 C -0.1232
4 N 0.1070



(2)
C4H9N | ωB97M-V/def2-TZVPD

Element x y z (Å)
C: 0.2520 0.8170 -1.3311
C: -0.2098 1.0458 0.1811
C: 0.2390 -0.1643 1.2026
C: -0.6213 -1.0782 1.8070
N: 0.2738 -0.6303 -1.6092
H: -0.4465 1.3248 -2.0558
H: 1.2109 1.2620 -1.6039
H: 0.2399 1.9229 0.5152
H: -1.2947 1.0503 0.1333
H: 1.2846 -0.3154 1.1854
H: -1.4886 -1.6226 1.3445
H: -0.4804 -1.4999 2.7317
H: 1.2351 -1.0264 -1.6409
H: -0.1939 -1.0857 -0.8599

Computed properties:
**LUMO level**: 0.81 eV
**Charge**: 0
**Kohn-Sham gap**: 9.736 eV
**Max |F|**: 4.33 eV Å⁻¹
**Spin multiplicity**: 1
**Energy above the lowest of the compared OMol25 structures with the same formula, charge and spin**: 247.0 kJ/mol

Results of the Löwdin charge analysis, in e, for atoms 1 through 4:
1 C -0.2762
2 C -0.1389
3 C -0.1308
4 C -0.0059



(3)
C4H10O2 | ωB97M-V/def2-TZVPD

Element x y z (Å)
C: -1.2833 0.4080 -1.5439
O: -0.9556 -0.2693 -0.3536
C: 0.3970 -0.1327 0.0613
C: 0.7817 1.3003 0.4048
C: 0.5217 -1.0636 1.2584
O: 0.2077 -2.3912 0.9154
H: -0.4239 0.4674 -2.2273
H: -2.0826 -0.1509 -2.0383
H: -1.6409 1.4273 -1.3437
H: 1.0471 -0.5098 -0.7465
H: 0.5404 1.9865 -0.4134
H: 1.8608 1.3663 0.5812
H: 0.2591 1.6436 1.3044
H: 1.5488 -1.0565 1.6376
H: -0.1399 -0.6859 2.0561
H: -0.6381 -2.3396 0.4476

Computed properties:
**LUMO level**: 1.02 eV
**Charge**: 0
**Kohn-Sham gap**: 11.126 eV
**Max |F|**: 0.39 eV Å⁻¹
**Spin multiplicity**: 1
**Energy above the lowest of the compared OMol25 structures with the same formula, charge and spin**: 99.3 kJ/mol

Results of the Löwdin charge analysis, in e, for atoms 1 through 4:
1 C -0.1062
2 O -0.1745
3 C -0.4118
4 C -0.0411